Formula: C28H23AsF6NO5S2TcTe
Source: the OMol25 dataset
Level of theory: the ωB97M-V functional and the def2-TZVPD basis

Calculated values
charge	+3
spin multiplicity	4
DFT total energy	-149408.8996	eV
LUMO level (alpha / beta)	-11.3 / -12.1	eV
HOMO level (alpha / beta)	-16.575 / -16.531	eV

Geometry as XYZ:
```
68
Properties=species:S:1:pos:R:3:mulliken_charge:R:1
Te 0.75 -0.18 1.91 0.59
Tc 0.73 1.60 -0.20 1.15
As -1.00 -0.24 -2.36 0.59
S 3.28 1.42 0.67 1.26
S 1.51 2.74 2.37 0.88
F 5.45 2.85 0.56 -0.15
F 1.99 4.52 4.30 -0.14
F 3.23 4.64 2.52 -0.15
F 5.55 0.95 -0.48 -0.14
F 1.16 5.29 2.45 -0.16
F 5.66 1.00 1.68 -0.13
O 0.81 3.05 1.12 -0.79
O 2.94 0.03 0.49 -0.53
O 0.67 2.04 3.30 -0.60
O 0.08 0.16 -1.04 -0.26
O 2.74 2.30 -0.34 -0.69
N 2.77 1.86 2.10 -0.18
C -0.21 -4.82 -3.13 -0.57
C 2.01 4.44 2.99 0.62
C 1.07 -1.75 4.35 0.61
C -1.17 -2.53 4.88 -0.90
C 0.29 3.21 -4.35 -1.01
C -3.91 -0.17 -2.02 -0.33
C -0.57 0.66 -5.12 -0.30
C -0.33 -1.64 4.21 0.77
C -0.01 2.26 -3.39 0.19
C -0.72 -2.16 -2.69 0.78
C -1.48 -2.84 -3.64 -0.53
C -2.67 1.32 -0.58 0.04
C -0.84 -0.51 3.36 -1.02
C -0.62 -3.53 5.66 -0.59
C 0.77 -3.65 5.78 -0.65
C -0.28 1.62 -6.08 -0.68
C -1.21 -4.19 -3.85 -0.82
C 0.13 2.89 -5.69 -0.58
C 0.29 -2.78 -1.96 -0.07
C -5.07 1.33 -0.52 -0.59
C -0.45 1.01 -3.77 0.96
C 0.54 -4.13 -2.19 -0.81
C -3.85 1.82 -0.06 -1.01
C 1.93 -0.75 3.62 -0.70
C 5.15 1.57 0.61 0.56
C 1.62 -2.77 5.11 -0.89
C -5.10 0.34 -1.49 -0.69
C -2.70 0.35 -1.56 0.87
H -0.01 -5.87 -3.31 0.42
H 2.90 -1.15 3.33 0.64
H -1.26 -4.22 6.19 0.44
H -1.79 -4.74 -4.58 0.43
H 1.19 -4.44 6.39 0.44
H -3.83 2.59 0.70 0.50
H -2.25 -2.33 -4.20 0.34
H -3.93 -0.94 -2.78 0.36
H -2.24 -2.45 4.78 0.47
H 0.35 3.63 -6.44 0.43
H -5.99 1.73 -0.13 0.44
H -0.89 0.41 3.96 0.44
H -1.83 -0.72 2.94 0.67
H -1.70 1.71 -0.21 0.27
H -0.89 -0.33 -5.41 0.41
H 0.86 -2.22 -1.23 0.33
H 1.32 -4.63 -1.64 0.45
H -6.04 -0.05 -1.84 0.45
H 0.64 4.19 -4.06 0.48
H -0.37 1.37 -7.12 0.44
H 2.08 0.17 4.21 0.54
H 2.69 -2.87 5.21 0.49
H 0.10 2.50 -2.31 -0.09
```

Formula: C28H23Br2N8RuS4Si
Source: the OMol25 dataset
Level of theory: the ωB97M-V functional and the def2-TZVPD basis

Calculated values
charge	0
spin multiplicity	2
DFT total energy	-235218.9567	eV
LUMO level (alpha / beta)	-1.2 / -1.3	eV
HOMO level (alpha / beta)	-7.007 / -7.420	eV

Geometry as XYZ:
```
67
Properties=species:S:1:pos:R:3:mulliken_charge:R:1
Ru 0.15 -0.61 0.94 0.56
Br 3.43 4.34 -2.41 -0.14
Br 6.78 -2.10 0.53 -0.14
S 0.82 2.85 4.47 -0.28
S -2.12 -0.38 0.63 0.06
S -4.64 2.11 1.47 -0.21
S -0.34 -2.25 2.32 -0.52
Si -0.05 -1.87 -1.07 1.13
N -3.87 2.22 -1.13 -0.47
N 0.11 1.37 2.49 0.53
N 2.12 0.70 3.52 -0.42
N -2.25 2.36 0.57 -0.30
N -3.03 -4.40 3.74 -0.53
N 2.27 -1.05 1.00 1.19
N -5.39 -1.83 1.44 -0.58
N 1.10 0.91 -0.32 1.25
C 4.96 -1.67 0.73 -0.58
C -2.06 -2.47 2.32 1.15
C -3.35 2.20 2.60 -0.43
C 1.03 1.51 3.41 0.12
C 2.80 -2.15 1.57 -0.67
C -3.48 2.23 0.18 0.55
C -0.65 3.22 3.66 -0.13
C 4.13 -2.50 1.47 -0.62
C -2.01 -0.52 -2.72 -0.22
C -0.65 -0.74 -2.48 0.42
C 3.09 -0.26 0.29 0.33
C 4.44 -0.55 0.13 -0.57
C -2.82 -1.64 1.57 -0.15
C 0.46 1.91 -0.91 -0.49
C -1.52 1.00 -4.52 -0.47
C 1.62 -2.53 -1.70 -1.24
C -0.88 2.34 2.67 -0.71
C 1.10 2.96 -1.54 -0.90
C 3.17 1.91 -0.98 -1.04
C -0.16 0.79 -4.32 -0.75
C 0.26 -0.08 -3.32 -0.38
C 2.48 2.95 -1.57 -0.54
C -2.44 0.34 -3.73 -0.74
C 2.45 0.90 -0.36 0.22
C -4.25 -1.76 1.50 -0.37
C -2.17 2.32 1.94 -0.27
C -1.18 -3.37 -1.02 -1.24
C -2.60 -3.53 3.11 -0.11
H -1.10 -3.91 -1.97 0.38
H 2.11 -2.78 2.12 0.35
H 2.56 0.68 4.43 0.31
H -0.62 1.89 -0.85 0.43
H 0.57 1.29 -4.95 0.44
H -2.75 -1.02 -2.11 0.24
H 2.03 -3.27 -1.01 0.30
H 2.37 -1.76 -1.85 0.32
H 1.97 -0.22 3.13 0.10
H -3.51 2.09 3.66 0.52
H -3.14 1.91 -1.77 0.07
H 5.08 0.08 -0.47 0.53
H 4.25 1.90 -0.98 0.55
H 4.49 -3.39 1.95 0.50
H -3.50 0.48 -3.90 0.52
H 1.46 -3.03 -2.66 0.43
H -2.22 -3.10 -0.87 0.26
H 1.33 -0.23 -3.18 0.28
H -1.85 1.67 -5.31 0.41
H -0.89 -4.04 -0.21 0.34
H -1.28 4.05 3.96 0.56
H 0.53 3.76 -2.00 0.57
H -4.76 1.78 -1.33 0.32
```

Formula: C28H23ClO4SW
Source: the OMol25 dataset
Level of theory: the ωB97M-V functional and the def2-TZVPD basis

Calculated values
charge	0
spin multiplicity	3
DFT total energy	-62784.0937	eV
LUMO level (alpha / beta)	-0.6 / -1.1	eV
HOMO level (alpha / beta)	-7.583 / -7.934	eV

Geometry as XYZ:
```
58
Properties=species:S:1:pos:R:3:mulliken_charge:R:1
W -0.17 -0.32 -0.71 1.15
Cl 6.12 1.12 1.42 -0.24
S -2.10 0.81 -1.78 -0.55
O 0.71 1.37 -0.94 -0.31
O 1.06 2.84 0.71 -0.58
O -0.92 0.26 1.18 -0.57
O -1.79 -1.43 0.13 -0.77
C -0.42 -1.71 -2.62 -0.38
C 1.92 -1.05 -2.93 1.05
C -0.89 3.13 -0.63 0.61
C -3.22 -0.48 4.62 -0.72
C 2.28 0.02 1.55 0.05
C 4.63 -0.89 0.40 -0.92
C 0.55 -0.71 -2.91 -0.58
C 2.29 -2.37 -2.78 -0.43
C -4.17 -2.39 3.49 -0.64
C 0.00 -3.05 -2.46 -0.74
C -2.56 -1.01 2.37 0.05
C 0.94 -1.82 0.47 -1.36
C -0.96 4.48 -0.31 -0.83
C -2.04 5.26 -0.68 -0.60
C 2.24 -1.12 0.74 0.29
C -3.08 4.66 -1.39 -0.61
C 1.33 -3.37 -2.56 -0.53
C -2.46 -0.19 3.50 -0.26
C -1.94 2.51 -1.32 1.00
C -4.07 -1.58 4.61 -0.38
C 2.95 0.02 -3.18 -1.48
C 3.46 0.72 1.76 -0.92
C 0.36 2.45 -0.19 0.17
C 4.63 0.26 1.18 0.34
C -3.04 3.31 -1.69 -0.92
C -3.42 -2.10 2.36 -0.41
C -1.74 -0.72 1.19 1.03
C 3.44 -1.56 0.19 -0.26
H 0.42 -1.98 1.42 0.75
H 0.24 0.24 -3.34 0.49
H -3.86 2.85 -2.22 0.44
H 3.47 1.62 2.36 0.43
H 2.54 1.01 -2.97 0.27
H -3.94 5.24 -1.69 0.38
H 3.29 0.00 -4.21 0.39
H -0.14 4.91 0.25 0.47
H 3.33 -2.63 -2.83 0.49
H 1.11 -2.79 0.01 0.49
H -4.84 -3.24 3.49 0.41
H 3.45 -2.47 -0.40 0.54
H -3.14 0.14 5.50 0.41
H 5.56 -1.25 -0.03 0.45
H -1.78 0.65 3.48 0.51
H 3.81 -0.13 -2.53 0.30
H -2.08 6.31 -0.44 0.39
H -0.75 -3.81 -2.29 0.42
H -1.47 -1.52 -2.83 0.64
H 1.64 -4.40 -2.46 0.36
H -3.48 -2.72 1.48 0.44
H -4.66 -1.80 5.49 0.38
H 1.38 0.40 2.01 0.39
```